The following is a quantum chemistry calculation of a structure of composition C36H92F6N7O12Ti in a non-equilibrium geometry, from the Open Molecules 2025 dataset.

The geometry in ORCA input format:
```
! RIJCOSX wB97M-V def2-TZVPD def2/J DEFGRID3
* xyz 0 4
Ti 2.46818 -1.15079 -2.59511
F 6.44172 -4.28500 1.67630
F -1.31513 -1.78140 1.46864
F 0.38150 -3.10643 1.37245
F -1.42298 -3.53111 0.17161
F 5.93051 -3.17991 3.47259
F 7.17877 -2.24690 1.91201
O 0.97842 -2.35970 -1.24928
O -3.45137 1.78823 -1.71052
O 1.39208 0.23594 -7.65059
O -1.13085 1.29689 4.84258
O 2.72910 -4.19088 -0.79214
O 4.74702 -1.13518 1.60895
O -4.37605 -0.18869 4.11954
O 7.44317 1.37912 -1.52671
O 4.66964 -2.86352 0.10233
O 0.42423 -0.49543 -0.24468
O 2.69450 4.57680 -2.42198
O -3.27871 -6.67094 4.63380
N -2.16325 1.50549 7.59973
N 2.08808 0.29290 -4.77127
N -4.93050 -7.42337 2.51807
N -5.09765 0.75379 0.57046
N 4.10171 -0.06039 -1.19998
N 2.41291 3.26694 -4.82476
N -3.80427 -0.67072 -4.41462
C -4.29956 2.28636 2.27985
C -3.11856 -0.80218 4.00999
C 0.25188 1.79979 0.20752
C -3.08915 1.20098 -2.95011
C -5.10954 -0.04873 2.93342
C -0.09638 -1.78341 -0.58862
C -1.43629 2.50724 5.51478
C -4.38678 0.81865 1.87168
C -3.05688 -6.14867 5.92367
C -3.06744 -1.24052 -2.16138
C -0.14939 -0.77666 -4.34433
C 6.11215 -3.05352 2.13692
C -0.60886 -2.56065 0.63725
C 1.86301 5.21908 -3.41248
C 0.13403 1.23240 4.25621
C 0.45303 0.15430 -6.58582
C 5.14256 0.90043 -1.61475
C -3.72461 -0.18226 -3.05704
C 0.17166 3.36127 -3.83203
C 4.84338 -2.57169 1.40784
C -4.53843 -5.30361 1.31580
C -3.85007 -5.65307 3.80020
C -0.36962 0.64027 -0.57651
C 2.88283 5.41050 -1.29433
C -3.01795 3.14217 -1.56535
C 1.34805 4.17604 -4.37411
C -2.62566 2.27064 6.44481
C -3.24012 3.58951 6.89378
C 0.97752 -0.56807 -5.33173
C 3.56526 -0.62691 2.18000
C 1.38263 -0.97646 -8.39629
C -4.07716 -6.24223 2.44578
C 4.36352 2.09492 -2.22993
C 3.73068 0.87584 2.44038
C 6.33074 1.10979 -0.68667
C 8.65413 1.65551 -0.83402
H -4.00149 2.29287 3.33353
H -3.58468 -2.20028 -2.10725
H 3.75230 6.07110 -1.25186
H -6.09462 0.35023 3.18908
H 2.70579 -0.70338 1.49990
H 3.69307 0.41799 -0.38621
H -0.61064 4.03282 -3.47469
H 1.98801 -3.50441 -0.87752
H 3.30841 1.08149 3.42426
H -3.27887 3.78375 -2.40626
H -1.42793 0.43950 -0.38569
H 1.02245 5.73001 -2.93304
H -1.99475 1.14487 -2.98815
H 3.56977 -3.77203 -0.34323
H 8.41226 2.51529 -0.19471
H 1.65376 -1.83607 -7.77040
H -4.79403 -5.29261 4.22571
H -3.30475 -1.83806 3.68555
H -5.39032 -1.01240 2.48836
H -4.46386 -5.74774 0.32297
H -3.11536 -4.84357 3.78217
H 4.01170 -3.04935 1.95107
H -3.38196 3.45047 -0.58985
H 5.55389 0.37326 -2.48542
H -4.74942 -8.12687 1.82374
H 1.81542 1.26863 -4.93027
H 4.79838 2.78419 -2.95737
H -2.34480 -5.32477 5.99334
H -4.43002 0.69309 -0.18854
H 2.71276 0.19678 -5.57678
H 2.85585 3.00600 -3.94835
H -2.77142 -0.88577 -1.17515
H -0.50060 0.12788 -3.84432
H 9.45702 2.00412 -1.47751
H -3.38191 1.74549 5.84861
H 1.25487 2.09157 -0.10855
H 0.38891 -1.26098 -8.75098
H -2.45323 -0.37619 3.25765
H 3.00251 -4.42704 -1.69955
H -0.93368 -1.74156 -1.29328
H 1.46617 -1.52968 -5.49838
H 0.17384 -1.45956 -3.54868
H 3.27726 -1.11199 3.11467
H 0.26265 1.92072 3.41208
H -0.56091 2.89722 6.04824
H 2.48610 5.97887 -3.89252
H 6.17969 1.98481 -0.04229
H 3.03838 4.76441 -0.42485
H 0.44054 2.74701 -2.96835
H -5.31084 2.68174 2.17811
H 4.66027 -0.71947 -0.62996
H -0.42730 2.64613 0.05507
H -4.90160 -7.79666 3.45573
H 2.00573 5.99391 -1.00413
H -4.47894 -0.10379 -4.92576
H -1.63055 3.29599 4.77768
H 3.61456 1.65625 -2.89627
H 0.29531 0.21673 3.89366
H -5.58123 -4.99503 1.42674
H -4.00204 -5.87664 6.40923
H -1.70122 0.69767 7.17304
H -2.58631 4.08386 7.61969
H -3.59897 2.89331 1.70979
H -3.47169 0.26784 1.63993
H -4.71661 -0.04307 -2.59988
H -4.10424 3.40462 7.53524
H 2.14682 -0.85695 -9.15828
H 1.06386 4.71174 -5.28534
H 0.92551 1.47066 4.97763
H -2.66154 -0.79952 4.99461
H 0.37076 1.67781 1.28380
H -3.42589 4.24394 6.04465
H 0.10258 1.15620 -6.31734
H -1.00758 -1.27789 -4.79585
H 4.79208 1.13188 2.44094
H -5.55641 1.63817 0.39113
H 3.12511 3.72404 -5.38151
H -2.13078 -1.57568 -2.62884
H -3.13943 -6.67873 2.07026
H -0.31151 0.89771 -1.64364
H 3.86968 2.67680 -1.45199
H -2.88474 0.99560 8.10430
H -0.53504 -0.21066 -6.89816
H 8.90010 0.77060 -0.24499
H -4.29670 -1.55996 -4.36250
H 3.27295 1.54021 1.70542
H -0.19258 2.69055 -4.60861
H -3.47011 1.80578 -3.77972
H -3.97537 -4.36823 1.24977
H -2.72562 -6.96231 6.57246
H 6.43689 0.24682 -0.02364
H -1.92530 3.09507 -1.48520
*
```

Computed properties:
- Frontier orbital gap (alpha / beta): 5.51 / 8.73 eV
- Calculated total energy: -4161.4058 a.u.
- E_LUMO (alpha / beta): 0.219 / 0.178 eV

Results of the Löwdin charge analysis, in e, for atoms 1 through 6: 0.7361 0.1234 0.1436 0.1504 0.1391 0.1275

The following is a quantum chemistry calculation of a cluster of 8 separate species, C36H92N4O12 in total in a non-equilibrium geometry, from the Open Molecules 2025 dataset.

The geometry in ORCA input format:
```
! RIJCOSX wB97M-V def2-TZVPD def2/J DEFGRID3
* xyz 0 1
O -5.01332 3.26973 4.29585
O 5.17833 -2.25463 -1.87456
O 4.77915 0.43563 -2.08373
O -1.70921 -1.11701 1.64957
O -0.06730 7.72761 1.09519
O -0.85898 1.08765 -0.15168
O -6.53093 -1.12226 -1.55830
O -1.02417 -6.13692 0.08274
O 1.34082 -4.36932 -7.76509
O -0.69399 3.09746 5.87348
O 4.39811 0.22329 2.93667
O -1.16021 -1.01607 -5.00717
N 6.63913 1.29397 1.02310
N -2.36633 3.47420 3.60141
N 0.20390 -3.49510 -5.34785
N -4.03298 0.05226 0.36541
C -0.09769 -2.96161 -4.02518
C 0.23747 1.42811 -0.95540
C 6.59129 0.93912 2.43724
C -1.00334 2.98405 3.57516
C -1.12773 6.76071 1.55590
C -4.74694 3.58122 2.98531
C -2.35576 -0.32329 -5.38759
C 5.92728 0.89231 -1.34917
C 5.39155 1.21983 3.23554
C 5.43698 -4.27347 -0.61101
C -6.36428 0.09931 -0.82902
C -1.34889 -2.11966 -4.11824
C -0.92965 -1.37106 2.82070
C -0.43373 -5.02300 0.77079
C 1.49736 1.84948 -0.23305
C -2.31162 6.99555 0.68409
C 5.01743 0.23794 -3.45523
C -0.29459 3.96245 6.94967
C 0.77319 -5.57367 1.53463
C 1.28582 -4.40463 -5.43508
C -7.84392 -1.55974 -1.61251
C 0.90068 -4.99119 -8.94343
C -0.18983 -3.99989 -0.25026
C -5.98793 4.04681 4.88852
C 1.20329 -5.21955 -6.62087
C -1.28016 6.81756 3.03794
C -3.36906 2.95440 2.72513
C 0.53990 0.11442 -1.80073
C -4.80582 0.42351 -0.83464
C 3.15036 0.32317 3.55492
C 4.41363 -3.15430 -1.09689
C 5.72024 0.55536 0.14419
C -3.81027 -1.32999 0.51517
C 3.68231 -2.51135 0.05286
C -3.02221 -1.60462 1.84926
C -0.15379 3.65361 4.64991
H 1.34410 -4.84284 2.15910
H -4.43257 -0.20062 -1.65008
H 4.62451 -1.47207 -1.91558
H -2.96299 -2.71249 1.89046
H -6.94741 3.50938 4.93763
H -6.15267 4.99868 4.33092
H 2.67092 -0.67910 3.51213
H 0.07244 -1.06816 2.47760
H -6.87109 0.87143 -1.34149
H -0.35331 -0.39833 -2.11560
H -0.31187 4.74969 4.58614
H -0.70723 0.26396 0.33094
H -0.28316 -3.76808 -3.28969
H -5.62716 4.44782 5.87409
H 1.04316 -4.17928 -9.65357
H 0.27934 -2.73687 -6.02613
H -1.02073 -3.69418 -0.83919
H 6.88173 -0.10855 2.65607
H 0.91562 3.47157 4.48854
H 1.20301 -0.61265 -1.36743
H 6.09078 -3.87522 0.14967
H 1.53825 -5.98546 0.90050
H 3.18063 -1.59575 -0.27571
H 6.17507 1.89900 -1.53124
H 6.79858 0.31310 -1.61840
H 5.78687 -0.56225 0.16944
H -1.32600 -6.85863 0.63240
H -2.06653 0.20009 -6.26490
H 7.63578 1.27856 0.73090
H -6.86347 0.03699 0.18340
H 1.05371 0.41657 -2.74559
H 6.11583 -4.61483 -1.42871
H 5.07891 1.17927 -3.93979
H -8.50317 -0.89610 -2.19698
H -3.16213 0.60308 0.24434
H 2.53623 1.02360 2.95673
H -3.33320 -1.89876 -0.27195
H -4.78762 -1.77162 0.65840
H -2.01153 6.03378 3.29610
H -3.02733 3.16552 1.70610
H -0.36345 8.62744 1.29180
H 0.81987 4.02098 7.10761
H 1.24593 2.43078 0.65660
H 3.18470 0.63123 4.60143
H -2.97083 6.17434 0.61169
H -2.14304 -2.75800 -4.48238
H 2.26052 -3.92309 -5.43277
H 2.13926 1.01565 0.15578
H 1.91685 -6.05171 -6.73145
H 1.57351 -5.81265 -9.18428
H 7.39518 1.52508 2.87643
H -1.64947 -1.79642 -3.07734
H -4.56920 1.46689 -1.18543
H -1.25872 -0.85498 3.77467
H -1.17742 -4.62237 1.53426
H 4.41080 -2.13194 0.79811
H -8.34936 -1.54134 -0.65428
H -0.86222 -2.45316 3.00613
H 0.64873 -2.31997 -3.55862
H -3.16364 -0.93399 -5.67504
H -0.69902 3.59440 7.89895
H -3.49560 1.81398 2.79848
H 5.88665 -0.33973 -3.51104
H 4.17634 -0.28561 -3.90160
H 5.07307 2.22104 3.05382
H 5.68488 1.21120 4.26580
H 3.67192 -3.66874 -1.72756
H 0.52106 -4.38778 -0.98955
H -2.64775 0.32049 -4.60441
H 2.15872 2.50432 -0.86419
H -1.62333 7.78338 3.27891
H -2.69689 3.33654 4.59742
H -0.86817 1.89431 3.77856
H -0.76053 5.74043 1.25903
H -0.09985 -5.33425 -8.90166
H -0.51082 3.18643 2.59625
H 4.73544 0.93547 0.35821
H -3.60999 -1.24486 2.69015
H 0.20649 -5.62388 -6.77193
H 0.49329 -6.32501 2.25863
H 1.25973 -5.15179 -4.57771
H -0.30627 6.66661 3.44826
H -1.90282 7.07335 -0.32969
H 2.97139 -3.20319 0.42862
H -0.05116 2.18904 -1.68390
H -2.96533 7.84506 1.04815
H 0.29663 -3.10126 0.13533
H -4.60851 4.67658 2.90880
H -0.63334 4.98966 6.73454
H -7.82248 -2.54375 -2.01414
H -5.47678 3.21680 2.25204
H 4.90716 -5.18068 -0.28869
*
```

Computed properties:
- Frontier orbital gap: 9.07 eV
- SMILES string: COCCNCCOC.COCCNCCOC.COCCNCCOC.COCCNCCOC.CC(C)O.CC(C)O.CC(C)O.CC(C)O
- Calculated total energy: -2548.4232 a.u.
- E_LUMO: 0.665 eV

Results of the Löwdin charge analysis, in e, for atoms 1 through 6: -0.1916 -0.0536 -0.2266 -0.2245 -0.0880 -0.0639

- Which of these has the highest calculated total energy?
  C36H92N4O12